--- one ---
Entry from OMol25: a cluster of 2 separate species, C9H14 in total (the ωB97M-V functional and the def2-TZVPD basis).

Values from the calculation:
E_LUMO, eV: 1.009
SMILES: Cc1ccccc1.CC
Kohn-Sham gap, eV: 9.93

```
! wB97M-V def2-TZVPD RIJCOSX def2/J DEFGRID3
* xyz 0 1
C -0.1931 -2.6537 2.8935
C 0.6986 -1.7136 2.0302
H -1.2558 -2.6183 2.6504
H 0.1274 -3.6857 2.8530
H -0.0947 -2.3631 3.9384
H 0.3049 -1.4530 1.0518
H 1.6499 -2.2465 2.0506
H 0.7309 -0.7650 2.5684
C -2.1639 1.5252 -0.5717
C 1.4581 0.5229 -0.6434
C 0.2402 1.0475 -0.2505
C 1.7532 0.6755 -1.9911
C -0.7817 1.4260 -1.1120
C 0.8491 1.2669 -2.8746
C -0.4094 1.6606 -2.4425
H 2.0479 -0.1367 -0.0205
H -0.0024 0.9962 0.8076
H 2.7007 0.3747 -2.4261
H 1.1570 1.2495 -3.9187
H -2.1683 1.8712 0.4613
H -2.8388 0.6829 -0.7527
H -1.1085 2.0123 -3.1968
H -2.7014 2.3244 -1.1046
*
```

Atom charges from the Löwdin analysis, given in e for atoms 1 to 8: atom 1 (C): -0.1649, atom 2 (C): -0.1619, atom 3 (H): 0.0583, atom 4 (H): 0.0506, atom 5 (H): 0.0567, atom 6 (H): 0.0429, atom 7 (H): 0.0656, atom 8 (H): 0.0592

***

--- two ---
Entry from OMol25: a cluster of 2 separate species, C9H14 in total (the ωB97M-V functional and the def2-TZVPD basis).

Values from the calculation:
E_LUMO, eV: 0.867
SMILES: Cc1ccccc1.CC
Kohn-Sham gap, eV: 9.79

```
! wB97M-V def2-TZVPD RIJCOSX def2/J DEFGRID3
* xyz 0 1
C -1.5297 1.7696 -1.5600
C -1.2225 1.5868 -3.0590
H -2.2193 0.8565 -1.4525
H -0.6046 1.8543 -0.8424
H -2.2525 2.5646 -1.4169
H -0.6844 0.5942 -3.3100
H -0.4088 2.1544 -3.4113
H -2.1757 1.7305 -3.6323
C -0.4201 -2.7213 0.9989
C 0.8712 0.6426 2.4045
C 1.8119 0.9602 1.3934
C 0.1685 -0.5579 2.2467
C 0.1237 -1.3751 1.1224
C 2.1058 -0.1053 0.5660
C 1.2245 -1.1776 0.2104
H 0.6850 1.3387 3.3375
H 2.4265 1.8751 1.3883
H -0.4511 -0.8821 3.0930
H 3.0360 0.0542 0.0918
H -1.4832 -2.6617 0.6328
H -0.1655 -3.4116 1.8177
H 1.1699 -1.8185 -0.7223
H -0.0057 -3.2706 0.1033
*
```

Atom charges from the Löwdin analysis, given in e for atoms 1 to 8: atom 1 (C): -0.1824, atom 2 (C): -0.2067, atom 3 (H): 0.0764, atom 4 (H): 0.0938, atom 5 (H): 0.0393, atom 6 (H): 0.0840, atom 7 (H): 0.0216, atom 8 (H): 0.0776

***

--- three ---
Entry from OMol25: a cluster of 2 separate species, C9H14 in total (the ωB97M-V functional and the def2-TZVPD basis).

Values from the calculation:
E_LUMO, eV: 0.954
SMILES: Cc1ccccc1.CC
Kohn-Sham gap, eV: 9.70

```
! wB97M-V def2-TZVPD RIJCOSX def2/J DEFGRID3
* xyz 0 1
C -1.2394 1.7966 -1.0049
C 1.3835 1.3244 1.7190
C 2.2635 0.6117 0.8522
C 0.0806 1.6503 1.2296
C -0.2275 1.2318 -0.0942
C 1.7738 -0.1644 -0.1260
C 0.4490 0.1706 -0.6317
H 1.5685 1.3851 2.7729
H 3.2451 0.4301 1.1762
H -0.7597 1.9842 1.7757
H 2.3679 -0.8551 -0.8194
H -1.6776 0.9296 -1.6393
H -0.7397 2.7191 -1.4457
H -0.0279 -0.5942 -1.2794
H -2.1887 2.0793 -0.5552
C -2.0020 -2.5652 0.0952
C -1.2219 -2.7539 -1.3408
H -1.8314 -1.5873 0.4448
H -3.0304 -2.8634 -0.1925
H -1.5215 -3.2837 0.7933
H -1.6272 -2.0645 -2.1320
H -1.2384 -3.7032 -1.6807
H -0.0968 -2.3873 -1.4092
*
```

Atom charges from the Löwdin analysis, given in e for atoms 1 to 8: atom 1 (C): -0.0680, atom 2 (C): -0.0582, atom 3 (C): -0.1321, atom 4 (C): -0.0195, atom 5 (C): -0.3383, atom 6 (C): -0.0823, atom 7 (C): -0.0747, atom 8 (H): 0.0896

***

Which of them is the most stable, and which is the least stable? one and three, in that order.

***

--- one ---
Entry from OMol25: a cluster of 2 separate species, C9H14 in total (the ωB97M-V functional and the def2-TZVPD basis).

Values from the calculation:
E_LUMO, eV: 1.089
SMILES: Cc1ccccc1.CC
Kohn-Sham gap, eV: 10.17

```
! wB97M-V def2-TZVPD RIJCOSX def2/J DEFGRID3
* xyz 0 1
C -0.6730 1.7560 1.4473
C -1.5398 -1.7100 0.0948
C -0.5330 -2.4529 0.6780
C -1.5743 -0.3234 0.2470
C -0.6887 0.2641 1.1403
C 0.4351 -1.8222 1.4457
C 0.3953 -0.4457 1.6630
H -2.2923 -2.1481 -0.5413
H -0.3853 -3.4596 0.3117
H -2.4292 0.2995 0.0015
H 1.2134 -2.4360 1.8845
H -1.6784 2.1584 1.3371
H -0.1199 2.2775 0.6617
H 1.1045 -0.0865 2.3966
H -0.2815 1.9659 2.4346
C 0.4786 0.5357 -2.2363
C 1.7639 1.0035 -1.4920
H -0.1645 -0.1625 -1.7200
H -0.0313 1.4708 -2.5045
H 0.7061 0.2218 -3.2607
H 1.8271 0.5710 -0.4932
H 1.8743 2.0756 -1.5498
H 2.5929 0.4469 -1.9460
*
```

Atom charges from the Löwdin analysis, given in e for atoms 1 to 8: atom 1 (C): -0.0432, atom 2 (C): -0.0969, atom 3 (C): -0.1015, atom 4 (C): -0.0783, atom 5 (C): -0.2863, atom 6 (C): -0.0870, atom 7 (C): -0.0667, atom 8 (H): 0.1012

***

--- two ---
Entry from OMol25: a cluster of 2 separate species, C9H14 in total (the ωB97M-V functional and the def2-TZVPD basis).

Values from the calculation:
E_LUMO, eV: 0.984
SMILES: Cc1ccccc1.CC
Kohn-Sham gap, eV: 9.82

```
! wB97M-V def2-TZVPD RIJCOSX def2/J DEFGRID3
* xyz 0 1
C 0.8136 -1.5306 -1.3539
C -1.2685 -1.5005 0.0203
C 0.1065 -1.5056 -0.0959
C -2.0631 -1.2719 1.1524
C 0.8002 -1.4368 1.1244
C -1.2725 -1.1276 2.3940
C 0.0554 -1.2310 2.3535
H -1.7359 -1.6857 -0.9371
H -3.0919 -1.3347 1.3573
H 1.8444 -1.1899 -1.4018
H 0.3590 -1.1335 -2.1816
H 1.8091 -1.7397 1.1188
H -1.6705 -1.1616 3.4161
H 0.7459 -0.9339 3.1878
H 0.7666 -2.6122 -1.6753
C 0.8502 3.1115 -0.5424
C 0.0566 2.1539 -1.5048
H 1.2397 2.5865 0.2307
H 1.5739 3.6279 -1.1063
H 0.4042 4.1291 -0.2716
H 0.5249 2.1818 -2.5466
H 0.1669 1.1332 -1.2088
H -1.0147 2.4714 -1.5292
*
```

Atom charges from the Löwdin analysis, given in e for atoms 1 to 8: atom 1 (C): -0.0762, atom 2 (C): -0.0721, atom 3 (C): -0.3314, atom 4 (C): -0.0209, atom 5 (C): -0.0175, atom 6 (C): -0.1123, atom 7 (C): -0.1211, atom 8 (H): 0.1076

***

--- three ---
Entry from OMol25: a cluster of 2 separate species, C9H14 in total (the ωB97M-V functional and the def2-TZVPD basis).

Values from the calculation:
E_LUMO, eV: 0.993
SMILES: Cc1ccccc1.CC
Kohn-Sham gap, eV: 9.84

```
! wB97M-V def2-TZVPD RIJCOSX def2/J DEFGRID3
* xyz 0 1
C -2.1773 1.9840 -2.1879
C -1.2901 3.0520 -1.7251
H -2.5318 2.2155 -3.2025
H -1.7282 1.0171 -2.0625
H -3.0450 1.8329 -1.5000
H -1.3000 3.0170 -0.5532
H -1.7043 4.0650 -1.9381
H -0.1787 3.0609 -2.1579
C -1.1155 0.6027 1.3395
C 0.9140 -2.5825 0.8835
C 2.0041 -1.9867 0.3042
C -0.0758 -1.7484 1.3536
C 0.0067 -0.3987 0.9243
C 2.0810 -0.7012 -0.1224
C 0.9459 0.1074 0.0166
H 0.9644 -3.6209 1.3064
H 2.8876 -2.5835 0.2502
H -0.9315 -2.2229 1.8112
H 3.0744 -0.1732 -0.1676
H -1.5369 0.6717 0.2914
H -0.7161 1.4430 1.7214
H 0.9241 1.0700 -0.3872
H -1.9360 0.2357 1.8695
*
```

Atom charges from the Löwdin analysis, given in e for atoms 1 to 8: atom 1 (C): -0.2249, atom 2 (C): -0.2267, atom 3 (H): 0.0733, atom 4 (H): 0.0462, atom 5 (H): 0.0802, atom 6 (H): 0.0814, atom 7 (H): 0.0613, atom 8 (H): 0.1064

***

Which of them is the most stable, and which is the least stable? one and two, in that order.

***

--- one ---
Entry from OMol25: a cluster of 2 separate species, C9H14 in total (the ωB97M-V functional and the def2-TZVPD basis).

Values from the calculation:
E_LUMO, eV: 1.047
SMILES: Cc1ccccc1.CC
Kohn-Sham gap, eV: 10.08

```
! wB97M-V def2-TZVPD RIJCOSX def2/J DEFGRID3
* xyz 0 1
C 0.2658 -2.8817 0.2037
C 0.8940 -3.5971 1.4277
H -0.1657 -3.5767 -0.5198
H -0.5345 -2.2182 0.5173
H 1.0521 -2.3761 -0.3539
H 1.7196 -2.9742 1.7652
H 1.2000 -4.6090 1.1856
H 0.1807 -3.6373 2.2500
C 0.5867 1.1931 -2.4052
C 0.1426 0.7517 0.0028
C -0.0935 1.5464 -1.1266
C -0.3340 1.0865 1.2633
C -1.1254 2.2212 1.4266
C -0.9499 2.6307 -0.9689
C -1.3858 2.9961 0.3052
H 0.8004 -0.1071 0.0089
H -0.1813 0.4590 2.1332
H -0.0678 0.9392 -3.2331
H 1.3382 0.4159 -2.2533
H -1.3930 2.5434 2.4222
H -1.2261 3.2485 -1.8142
H -1.9609 3.9062 0.4307
H 1.2379 2.0394 -2.6673
*
```

Atom charges from the Löwdin analysis, given in e for atoms 1 to 8: atom 1 (C): -0.1699, atom 2 (C): -0.1552, atom 3 (H): 0.0593, atom 4 (H): 0.0536, atom 5 (H): 0.0490, atom 6 (H): 0.0566, atom 7 (H): 0.0566, atom 8 (H): 0.0565

***

--- two ---
Entry from OMol25: a cluster of 2 separate species, C9H14 in total (the ωB97M-V functional and the def2-TZVPD basis).

Values from the calculation:
E_LUMO, eV: 1.037
SMILES: Cc1ccccc1.CC
Kohn-Sham gap, eV: 10.14

```
! wB97M-V def2-TZVPD RIJCOSX def2/J DEFGRID3
* xyz 0 1
C 1.0574 0.2798 -2.5760
C 0.3804 0.9280 -1.3967
C -0.9604 0.7418 -1.1165
C 1.1288 1.7174 -0.5232
C -1.5492 1.3336 -0.0070
C 0.5460 2.3064 0.5806
C -0.8122 2.1503 0.8344
H 1.4966 1.0136 -3.2572
H 0.3415 -0.3061 -3.1509
H -1.6150 0.1450 -1.7471
H 2.1609 1.9536 -0.7462
H -2.5986 1.1665 0.1982
H 1.1703 2.8614 1.2756
H -1.3069 2.6110 1.6759
H 1.8509 -0.3871 -2.2219
C 0.2076 -1.9068 1.0007
C -0.5020 -2.7282 2.0825
H -0.4015 -1.8146 0.1000
H 0.3441 -0.8399 1.2110
H 1.1182 -2.4590 0.7471
H -1.4824 -2.3008 2.3154
H -0.6542 -3.7455 1.7207
H 0.0796 -2.7205 3.0005
*
```

Atom charges from the Löwdin analysis, given in e for atoms 1 to 8: atom 1 (C): -0.0504, atom 2 (C): -0.2931, atom 3 (C): -0.0780, atom 4 (C): -0.0623, atom 5 (C): -0.0975, atom 6 (C): -0.0952, atom 7 (C): -0.0972, atom 8 (H): 0.0804

***

--- three ---
Entry from OMol25: a cluster of 2 separate species, C9H14 in total (the ωB97M-V functional and the def2-TZVPD basis).

Values from the calculation:
E_LUMO, eV: 1.005
SMILES: Cc1ccccc1.CC
Kohn-Sham gap, eV: 10.03

```
! wB97M-V def2-TZVPD RIJCOSX def2/J DEFGRID3
* xyz 0 1
C 2.5737 -1.0560 0.4383
C 3.5881 -1.9028 1.2003
H 1.6146 -1.1673 0.9453
H 2.7405 0.0165 0.5663
H 2.4016 -1.2653 -0.6093
H 3.3786 -2.0219 2.2583
H 4.5708 -1.4541 1.1208
H 3.7309 -2.8820 0.7528
C -0.5429 0.9826 2.0007
C -0.2647 1.3958 -0.4841
C -0.9534 0.7907 0.5587
C -0.4731 0.9767 -1.7954
C -1.4408 0.0406 -2.1011
C -1.9668 -0.1164 0.2467
C -2.2075 -0.4913 -1.0613
H 0.4370 2.1963 -0.2863
H 0.1351 1.4346 -2.5630
H -0.2673 0.0363 2.4483
H -1.3636 1.4413 2.5563
H -1.5315 -0.3396 -3.1022
H -2.5420 -0.6039 1.0294
H -2.9635 -1.2202 -1.3418
H 0.2813 1.6966 2.0316
*
```

Atom charges from the Löwdin analysis, given in e for atoms 1 to 8: atom 1 (C): -0.1683, atom 2 (C): -0.1663, atom 3 (H): 0.0470, atom 4 (H): 0.0612, atom 5 (H): 0.0623, atom 6 (H): 0.0610, atom 7 (H): 0.0534, atom 8 (H): 0.0587

***

Which of them is the most stable, and which is the least stable? two and one, in that order.

***

--- one ---
Entry from OMol25: an isolated molecule of C4H6N2 (the ωB97M-V functional and the def2-TZVPD basis).

Values from the calculation:
E_LUMO (alpha / beta), eV: -0.285 / 0.374
Kohn-Sham gap (alpha / beta), eV: 7.63 / 8.01

```
! wB97M-V def2-TZVPD RIJCOSX def2/J DEFGRID3
* xyz 0 1
N -0.9526 -2.3727 1.4350
C -0.9981 -1.1804 1.1132
C -0.9359 0.0509 0.4879
N 0.2975 0.6900 0.2396
C 0.5150 1.1250 -1.1358
C 1.2610 -0.0293 -0.5752
H -1.7994 0.7039 0.5636
H -1.3963 -1.0472 2.1733
H 0.9990 2.0912 -1.2517
H -0.2730 0.9017 -1.8528
H 0.9844 -1.0234 -0.9228
H 2.2984 0.0903 -0.2742
*
```

Atom charges from the Löwdin analysis, given in e for atoms 1 to 8: atom 1 (N): 0.1502, atom 2 (C): -0.3606, atom 3 (C): -0.1181, atom 4 (N): -0.1053, atom 5 (C): -0.1281, atom 6 (C): -0.1308, atom 7 (H): 0.1116, atom 8 (H): 0.1538

***

--- two ---
Entry from OMol25: an isolated molecule of C4H6N2 (the ωB97M-V functional and the def2-TZVPD basis).

Values from the calculation:
E_LUMO, eV: -0.263
Kohn-Sham gap, eV: 8.18

```
! wB97M-V def2-TZVPD RIJCOSX def2/J DEFGRID3
* xyz 0 1
C 0.8968 0.6103 -0.9448
C -1.2331 0.6833 -0.0433
C 0.1716 0.5902 0.4378
N 0.2787 -0.7265 1.0648
N -0.7620 -1.4454 0.7977
C -1.6347 -0.6614 0.1403
H 0.2708 0.1803 -1.7313
H 1.0956 1.6454 -1.2184
H 1.8313 0.0517 -0.9026
H 0.5672 1.3638 1.0984
H 1.0720 -1.1741 1.5038
H -2.5542 -1.1175 -0.2024
*
```

Atom charges from the Löwdin analysis, given in e for atoms 1 to 8: atom 1 (C): -0.0586, atom 2 (C): 0.0130, atom 3 (C): -0.3937, atom 4 (N): -0.0151, atom 5 (N): 0.0722, atom 6 (C): -0.2135, atom 7 (H): 0.0755, atom 8 (H): 0.0802

***

--- three ---
Entry from OMol25: an isolated molecule of C4H6N2 (the ωB97M-V functional and the def2-TZVPD basis).

Values from the calculation:
E_LUMO (alpha / beta), eV: 0.385 / 0.364
Kohn-Sham gap (alpha / beta), eV: 7.77 / 7.71

```
! wB97M-V def2-TZVPD RIJCOSX def2/J DEFGRID3
* xyz 0 1
C 1.6305 -0.3054 -0.9518
C -0.2542 0.5429 0.2354
C 0.2947 -0.7373 -1.6676
C -0.7690 1.0402 1.4339
N -0.6431 -0.2199 -0.6644
N 2.4474 -0.9878 -0.3682
H 0.1905 -0.2784 -2.7678
H 0.4582 -1.8262 -1.5224
H -0.3375 0.5308 2.3476
H -1.8243 1.1357 1.3733
H -0.4232 2.1077 1.6813
H 2.5270 -1.9710 -0.0955
*
```

Atom charges from the Löwdin analysis, given in e for atoms 1 to 8: atom 1 (C): -0.2084, atom 2 (C): -0.1902, atom 3 (C): -0.1945, atom 4 (C): -0.1024, atom 5 (N): 0.0108, atom 6 (N): 0.0839, atom 7 (H): 0.1461, atom 8 (H): 0.0969

***

--- four ---
Entry from OMol25: a cluster of 2 separate species, C4H6N2 in total (the ωB97M-V functional and the def2-TZVPD basis).

Values from the calculation:
E_LUMO, eV: 0.801
SMILES: CC1=NN1.C#C
Kohn-Sham gap, eV: 10.18

```
! wB97M-V def2-TZVPD RIJCOSX def2/J DEFGRID3
* xyz 0 1
C 0.0077 -0.1407 -2.5066
C -0.9286 -0.4635 -1.7908
C -0.2704 -0.2053 0.8489
C 1.1308 0.2713 0.7977
N -1.4894 0.4056 1.1540
N -1.0779 -1.1032 1.1894
H 0.7809 -0.1326 -3.1812
H -1.2648 0.8492 2.0335
H -1.6909 -0.6651 -1.1328
H 1.8008 -0.6193 0.5916
H 1.6033 0.5817 1.7282
H 1.3986 1.2220 0.2681
*
```

Atom charges from the Löwdin analysis, given in e for atoms 1 to 8: atom 1 (C): 0.0345, atom 2 (C): 0.0116, atom 3 (C): -0.5207, atom 4 (C): -0.0320, atom 5 (N): 0.0345, atom 6 (N): 0.1509, atom 7 (H): -0.0078, atom 8 (H): 0.0624

***

Which of them is the most stable, and which is the least stable? two and four, in that order.